No. 1
59
Properties=species:S:1:pos:R:3:forces:R:3:mulliken_charge:R:1 method="wB97M-V/def2-TZVPD" relative_energy_ev=2.772 homo_lumo_gap_ev=5.72 molar_mass_da=641.616
Sc 1.586984 -0.612997 -0.114065 -0.9 1.8 0.9 0.26
S 1.979360 1.472617 1.314166 -0.2 0.1 0.1 -0.39
C 1.210592 2.740169 0.348024 0.0 0.0 0.1 0.59
C 1.328406 4.048999 0.824613 0.1 -0.1 0.1 -1.03
C 0.811617 5.137027 0.140829 0.0 0.3 0.2 0.53
C 0.920439 6.462612 0.709962 0.0 0.0 -0.1 -0.22
N 0.994559 7.513163 1.177347 0.0 -0.3 -0.1 -0.53
C 0.170494 4.923276 -1.084417 -0.1 0.3 -0.2 0.49
C 0.032162 3.630465 -1.557818 -0.1 -0.1 -0.1 -0.95
C 0.516432 2.517093 -0.859936 -0.1 0.1 0.1 0.99
S 0.157944 0.943839 -1.563330 0.1 -0.4 0.2 -0.35
C -0.341524 6.033243 -1.859383 0.0 0.0 0.0 -0.21
N -0.742426 6.915578 -2.482015 0.1 -0.3 0.2 -0.53
H 1.844423 4.211298 1.762624 0.0 0.0 0.0 0.49
H -0.477104 3.465647 -2.499787 0.0 0.0 0.1 0.53
S 1.173282 -3.547845 1.212403 -0.3 0.2 -0.2 -0.09
C -0.458601 -3.326726 0.566264 0.3 -0.4 -0.3 0.44
N -1.088949 -4.443859 0.311656 0.2 0.6 0.0 -0.82
N -2.212832 -4.566631 -0.341121 -0.2 0.7 -0.2 0.19
C -2.904026 -3.807451 -1.355104 0.1 0.0 0.3 0.82
C -2.336399 -2.815571 -2.149880 0.0 -0.2 0.1 -0.32
C -3.075804 -2.256709 -3.183167 0.0 0.0 0.0 -0.60
C -4.379267 -2.663558 -3.429399 0.0 0.0 0.0 -0.53
C -4.941549 -3.652819 -2.636962 0.0 0.0 0.0 -0.55
C -4.205624 -4.225594 -1.611969 -0.1 -0.1 0.2 -0.53
N -1.088849 -2.081984 0.515706 -1.3 -2.2 -0.2 -0.15
N -0.479145 -1.080595 0.855617 -0.3 1.6 0.5 -0.17
C -1.418261 -0.004218 1.140471 0.1 0.3 0.2 0.49
C -2.580548 0.181573 0.401502 0.1 -0.1 -0.1 0.13
C -3.456192 1.190678 0.747309 -0.1 0.1 0.0 -0.71
C -3.191940 2.003656 1.846635 0.0 0.0 0.0 -0.49
C -2.046063 1.797483 2.594391 0.1 0.0 0.0 -0.73
C -1.151915 0.793468 2.238663 0.0 0.0 0.0 -0.43
H -2.604393 -5.474732 -0.184811 0.0 -0.4 -0.2 0.25
H -1.324723 -2.489626 -2.002547 0.3 0.1 0.1 0.58
H -2.616028 -1.493289 -3.802369 0.0 -0.1 0.1 0.41
H -4.948736 -2.220739 -4.239030 0.1 0.0 0.1 0.40
H -5.955988 -3.987496 -2.819497 0.1 0.0 0.0 0.36
H -4.643849 -5.007446 -0.997300 0.0 0.1 -0.1 0.35
H -2.763440 -0.438138 -0.462466 0.0 -0.1 -0.1 0.39
H -4.344979 1.357437 0.149720 0.1 0.0 0.0 0.39
H -3.881029 2.793629 2.118121 0.0 0.0 0.0 0.41
H -1.834629 2.419610 3.456173 0.0 0.0 -0.1 0.41
H -0.260785 0.618260 2.817909 0.1 0.1 0.0 0.38
N 3.879198 -2.276903 2.457552 0.2 -0.2 0.0 -0.78
N 4.903006 -1.353874 2.318572 -0.1 0.1 -0.1 0.02
C 4.996260 -0.455882 1.330616 -0.2 0.1 -0.1 0.70
N 6.047616 0.353003 1.327198 -0.1 -0.1 0.0 -0.33
N 4.001954 -0.496255 0.424211 0.1 0.2 -0.3 -0.20
N 3.997169 0.369012 -0.614820 0.8 0.1 -0.6 1.36
O 3.000078 0.214527 -1.371071 1.8 0.6 0.0 -0.53
O 4.838840 1.222773 -0.835009 -0.5 -0.7 0.3 -0.76
H 3.802051 -2.821938 1.609630 0.0 -0.1 -0.1 0.32
H 3.004996 -1.806698 2.625456 -0.3 0.1 0.1 0.33
H 5.623657 -1.404738 3.010344 0.2 0.0 0.2 0.15
H 6.720326 0.323736 2.071264 0.0 0.0 0.0 0.17
H 6.084329 1.059786 0.618670 0.1 0.3 -0.2 0.20
O 2.011375 -3.605793 -0.212891 0.3 0.1 0.0 -0.20
O 2.118046 -2.293556 -0.773455 -0.1 -1.9 -0.5 -0.40

---

No. 2
16
Properties=species:S:1:pos:R:3:forces:R:3:mulliken_charge:R:1 method="wB97M-V/def2-TZVPD" relative_energy_ev=2.218 homo_lumo_gap_ev=9.75 smiles="[H]/N=C/O.C/C=C/O" molar_mass_da=103.121
H 0.843951 -1.924986 1.864873 -0.1 -0.1 0.0 0.19
N 0.454564 -1.607296 0.982038 -0.3 -0.2 0.1 -0.47
C -0.785996 -1.840086 0.917023 0.1 -0.1 0.2 0.07
O -1.525354 -1.457599 -0.138972 0.2 0.0 0.0 -0.49
H -1.396372 -2.350201 1.670738 0.1 0.1 -0.2 0.38
H -0.953826 -0.852690 -0.654123 -0.1 -0.2 0.1 0.35
C 1.726885 0.686401 -0.909685 -0.1 0.1 0.0 -0.96
C 0.563080 1.062013 -0.035098 -0.1 0.2 0.0 0.10
C -0.668157 1.319574 -0.462641 0.2 0.0 -0.2 -0.58
O -1.675428 1.660511 0.414613 -0.2 0.0 0.0 -0.49
H 2.364265 -0.029724 -0.378703 -0.2 0.1 -0.2 0.28
H 2.328751 1.564824 -1.169659 0.0 -0.1 0.1 0.32
H 1.392766 0.219747 -1.846177 0.1 0.1 0.2 0.27
H 0.730549 1.107684 1.040794 0.0 0.0 -0.2 0.27
H -0.936985 1.314727 -1.525459 0.0 0.0 0.2 0.40
H -2.462694 1.127100 0.230439 0.3 0.2 0.0 0.34

---

No. 3
47
Properties=species:S:1:pos:R:3:forces:R:3:mulliken_charge:R:1 method="wB97M-V/def2-TZVPD" relative_energy_ev=0.000 homo_lumo_gap_ev=8.05 molar_mass_da=330.435
C -1.120229 3.109039 -1.951192 0.0 -1.0 0.1 -0.36
N -0.135626 2.885651 -1.165411 -0.1 0.8 -0.4 -0.86
N 0.162982 1.733084 -0.614106 0.0 -0.5 0.5 0.87
C 1.438008 1.666571 0.060835 0.1 -0.1 0.3 -0.71
C 1.291483 0.849903 1.353066 0.1 0.2 -0.2 -0.93
N 0.725766 -0.464696 1.130457 0.0 -0.1 0.0 0.10
C 1.650002 -1.424165 0.540916 0.0 0.0 0.0 -0.79
C 1.064737 -2.811939 0.510762 0.1 0.0 -0.4 0.33
C 0.915723 -3.461670 -0.687999 0.1 0.3 0.2 -0.57
C 0.395311 -4.761647 -0.758011 -0.1 -0.3 0.1 -0.85
C 0.023319 -5.411574 0.382981 0.0 0.0 -0.3 -0.82
C 0.155127 -4.783722 1.639202 0.1 0.3 0.0 1.00
C -0.222007 -5.441720 2.828797 0.0 0.0 0.2 -0.85
C -0.093185 -4.826604 4.041374 -0.1 -0.2 -0.1 -0.50
C 0.415992 -3.521654 4.114323 0.1 0.2 -0.1 -0.80
C 0.791566 -2.856260 2.980702 0.1 0.0 0.3 -0.71
C 0.677291 -3.464055 1.712020 -0.1 -0.3 -0.1 0.92
C -0.538652 -0.346778 0.435833 -0.2 0.0 -0.2 -1.18
C -0.452215 0.449091 -0.877655 -0.2 0.0 0.0 -0.46
C -1.355826 4.447426 -2.438673 -0.1 0.9 -0.3 0.85
C -0.552567 5.533726 -2.074914 -0.2 -0.1 -0.1 -0.40
C -0.836774 6.783176 -2.588205 0.0 -0.1 0.0 -0.50
C -1.916594 6.917395 -3.451653 0.1 0.2 0.0 -0.21
N -2.687552 5.902383 -3.806715 -0.3 0.3 -0.3 -0.64
C -2.413993 4.710299 -3.315584 0.3 -0.4 0.3 -0.42
H -1.821091 2.344843 -2.297546 0.1 -0.1 0.1 0.23
H 1.753446 2.686664 0.279774 0.0 -0.1 0.0 0.44
H 2.191070 1.200064 -0.591414 0.0 0.1 0.0 0.23
H 2.264107 0.746222 1.838708 0.0 0.0 0.0 0.46
H 0.618129 1.381699 2.032720 0.1 0.1 0.0 0.42
H 1.956825 -1.151552 -0.481761 0.1 -0.1 0.1 0.47
H 2.551083 -1.427309 1.164071 0.0 0.1 -0.1 0.49
H 1.209105 -2.969767 -1.605581 0.0 0.1 0.0 0.37
H 0.294524 -5.239248 -1.721535 0.0 -0.1 -0.1 0.39
H -0.376762 -6.414528 0.342069 0.0 -0.1 0.0 0.39
H -0.616735 -6.445630 2.759594 0.0 -0.1 0.0 0.37
H -0.383557 -5.337291 4.947971 0.0 -0.1 0.0 0.39
H 0.509173 -3.043774 5.078765 0.0 0.1 0.1 0.40
H 1.163587 -1.847047 3.043536 0.0 0.1 0.0 0.38
H -0.925241 -1.347738 0.235443 -0.1 0.1 0.0 0.51
H -1.232323 0.164259 1.110940 0.0 0.0 -0.1 0.43
H -1.457503 0.595631 -1.271924 0.0 0.0 0.0 0.48
H 0.134564 -0.107439 -1.622856 -0.1 0.0 -0.1 0.13
H 0.273698 5.371758 -1.399779 0.1 0.0 0.1 0.41
H -0.235838 7.641289 -2.326562 0.0 0.1 0.0 0.36
H -2.179639 7.876040 -3.879296 0.1 0.1 0.0 0.36
H -3.072708 3.911592 -3.636486 0.0 -0.2 0.0 0.34

---

No. 4
23
Properties=species:S:1:pos:R:3:forces:R:3:mulliken_charge:R:1 method="wB97M-V/def2-TZVPD" relative_energy_ev=1.685 homo_lumo_gap_ev=10.13 smiles=Cc1ccccc1.CC molar_mass_da=122.211
C 0.411077 0.724951 -2.441486 1.8 -2.3 1.9 -1.25
C -0.402539 0.689659 -1.212677 0.0 1.0 1.9 0.94
C -1.257743 -0.333979 -0.841953 -0.6 -0.1 -0.1 -0.49
C -1.905726 -0.215357 0.395419 -2.0 -3.6 -0.2 -0.29
C -1.627212 0.672659 1.346343 -1.0 0.6 1.8 -0.51
C -0.768063 1.631680 0.996320 2.7 3.5 2.3 -0.25
C -0.106233 1.661984 -0.200484 0.1 0.2 -1.1 -0.51
H 1.286668 1.275440 -2.076809 0.1 0.1 -1.3 0.31
H -0.013736 0.985834 -3.355392 -0.8 1.1 -1.3 0.39
H 0.721488 -0.336080 -2.568207 0.2 0.6 -0.2 0.28
H -1.389522 -1.231436 -1.484806 -0.2 0.9 0.4 0.34
H -2.684127 -0.888881 0.811904 0.6 -0.4 -1.3 0.23
H -2.074647 0.647283 2.361366 0.2 0.0 -1.0 0.37
H -0.501886 2.381868 1.818783 -0.2 -0.8 -1.4 0.22
H 0.676489 2.451886 -0.324025 -0.8 -0.8 -0.3 0.20
C 2.190557 -1.712849 0.169983 -0.5 -2.6 -0.3 -0.51
C 2.000304 -2.080704 1.648141 0.5 -1.4 -0.9 -1.10
H 1.291426 -2.204234 -0.317896 1.3 1.0 -0.4 0.11
H 2.336588 -0.674356 -0.041279 -0.7 0.7 0.0 0.18
H 3.164794 -2.178694 -0.182308 -1.3 0.2 0.2 0.34
H 2.517443 -3.023528 1.867908 -0.1 0.3 0.1 0.30
H 2.405984 -1.320541 2.179420 2.1 2.1 2.0 0.34
H 1.056507 -2.112831 2.153701 -1.3 -0.3 -0.8 0.35

---

No. 5
15
Properties=species:S:1:pos:R:3:forces:R:3:mulliken_charge:R:1 method="wB97M-V/def2-TZVPD" relative_energy_ev=7.850 homo_lumo_gap_ev=8.06 molar_mass_da=113.120
H 1.425070 -1.973425 -1.875553 0.6 2.2 3.5 0.21
N 1.650553 -1.356823 -0.923706 0.0 -3.2 -4.4 -0.90
C 0.686623 -0.562919 -0.569281 -1.7 -9.6 -13.6 0.54
C -0.789426 -0.348032 -1.106462 0.0 -0.5 -0.9 -0.34
C -1.364390 0.301892 -0.042161 2.2 2.0 -3.9 0.19
C -2.555021 1.303209 -0.147908 -0.9 -1.5 -1.0 -0.91
N -0.298773 0.574594 0.764051 -1.1 3.6 6.3 -0.24
N 0.957166 0.053425 0.394515 -2.7 10.2 11.5 0.25
O 1.781374 -0.210463 1.485215 2.2 -2.5 -3.1 -0.49
H -1.316251 -0.515675 -2.193438 1.9 0.0 3.2 0.19
H -2.255730 2.329116 0.210772 -0.4 -1.2 -0.3 0.29
H -3.324692 0.790848 0.541811 0.5 1.5 -1.3 0.27
H -2.938840 1.399299 -1.366533 1.1 -0.5 3.9 0.24
H -0.374505 1.418395 1.424375 0.8 -2.0 -1.5 0.26
H 2.504624 -0.828116 0.927699 -2.3 1.6 1.7 0.44

---

No. 6
19
Properties=species:S:1:pos:R:3:forces:R:3:mulliken_charge:R:1 method="wB97M-V/def2-TZVPD" relative_energy_ev=0.795 homo_lumo_gap_ev=8.55 smiles=CCSSC.O.O molar_mass_da=144.261
C -1.857245 -1.738088 -2.389134 0.4 -0.9 -0.8 -1.20
C -1.425913 -0.881212 -1.240983 -0.4 0.5 1.1 -0.31
S 0.401345 -0.791658 -1.064758 -0.2 -1.1 -1.0 -0.12
S 0.504752 1.013989 -0.184699 0.0 1.2 1.3 0.00
C 2.168320 1.570439 -0.552190 -0.2 1.0 -1.2 -0.91
H -1.527417 -1.360368 -3.358804 0.1 0.2 0.1 0.31
H -1.407140 -2.731595 -2.306373 -0.1 0.0 0.0 0.31
H -2.930906 -1.897429 -2.472089 -0.1 0.2 0.4 0.35
H -1.766132 -1.265743 -0.277936 -0.1 -0.3 -0.2 0.31
H -1.894460 0.107462 -1.257708 0.5 0.2 -0.4 0.36
H 2.306590 1.526317 -1.635135 0.4 -0.6 0.1 0.32
H 2.993620 1.167460 0.022665 -0.1 -0.4 0.0 0.28
H 2.149062 2.656535 -0.422481 -0.1 -0.1 0.5 0.32
O 0.913961 -0.665052 2.852126 -0.2 0.5 0.3 -0.62
H 0.956022 -1.617606 2.982306 0.2 0.2 -0.4 0.31
H 1.372128 -0.386474 2.043952 -0.3 -0.5 0.2 0.29
O -1.741132 1.154802 3.021532 -1.1 -0.8 0.0 -0.63
H -1.014749 0.537975 3.042623 0.6 -0.5 0.0 0.33
H -1.346600 2.005221 3.038056 0.6 1.2 0.0 0.29